Here is a structure of composition C5H10O at a distorted geometry from OMol25. Energies are from wB97M-V/def2-TZVPD.

The geometry in XYZ format:
```
16
Properties=species:S:1:pos:R:3:forces:R:3
H 1.028 -0.371 1.606 0.2 -0.2 -0.4
H 2.947 0.558 1.090 -0.2 -0.3 -0.2
H -0.183 -2.017 -0.462 -3.3 1.9 -0.7
C -0.587 1.254 -0.322 0.3 0.1 -0.1
C 1.356 -0.459 0.556 -0.3 -2.4 -0.3
H -2.550 0.474 -1.102 0.3 -0.2 0.0
C -0.814 -0.923 -0.165 1.0 -1.4 0.1
H 1.090 -1.805 0.166 2.0 3.2 1.7
O 2.674 -0.027 0.369 0.2 -0.1 0.0
H -0.908 -1.205 0.886 0.3 0.4 0.3
C -1.844 0.354 -0.277 0.1 -0.5 -0.3
C 0.344 0.023 -0.398 -0.1 0.0 0.0
H -0.412 1.900 0.543 -0.2 -0.1 -0.1
H -0.489 1.845 -1.235 -0.2 0.1 0.2
H 0.774 -0.082 -1.404 -0.3 0.0 0.1
H -2.408 0.504 0.661 0.2 -0.5 -0.4
```
Positions in Å, forces in eV/Å.

Calculated values
relative energy (zero: lowest compared OMol25 entry of this formula, charge and spin) = 4.515 eV
total charge = 0
highest occupied orbital energy = -9.39 eV
E = -271.58671 Eh
orbital gap = 0.3762 hartree


Here is an isolated molecule of C5H10O from OMol25. Energies are from wB97M-V/def2-TZVPD.

The geometry in XYZ format:
```
16
Properties=species:S:1:pos:R:3:forces:R:3
H 0.068 -1.838 1.161 0.0 0.1 0.0
C -1.357 -0.467 0.296 -0.1 -0.1 0.0
H 2.704 0.538 -1.541 -0.1 0.0 0.1
O 2.336 -0.913 -0.104 -0.1 -0.1 0.0
H -1.672 -1.012 -0.603 0.1 0.1 0.1
H -2.015 -0.799 1.107 0.0 0.0 -0.1
H -1.254 1.591 0.995 0.0 -0.1 -0.1
C -1.570 1.037 0.103 0.0 0.0 0.0
H -2.630 1.262 -0.062 0.2 -0.1 0.0
C 0.080 -0.860 0.659 0.0 -0.1 0.0
H 1.037 -0.028 -1.352 0.0 0.2 -0.1
H 1.758 1.112 -0.054 0.0 -0.2 -0.1
H 0.518 -0.150 1.379 0.0 -0.1 -0.1
C 2.009 0.296 -0.736 0.2 0.4 -0.1
H -1.016 1.439 -0.755 0.0 -0.1 0.1
C 1.002 -1.209 -0.494 -0.2 0.0 0.2
```
Positions in Å, forces in eV/Å.

Calculated values
relative energy (zero: lowest compared OMol25 entry of this formula, charge and spin) = 4.584 eV
total charge = 0
highest occupied orbital energy = -8.35 eV
E = -271.58416 Eh
orbital gap = 0.3427 hartree


Here is an isolated molecule of C5H10O from OMol25. Energies are from wB97M-V/def2-TZVPD.

The geometry in XYZ format:
```
16
Properties=species:S:1:pos:R:3:forces:R:3
H -2.649 0.934 0.895 0.0 -0.1 0.0
C 1.210 0.420 -0.545 0.0 0.0 -0.1
C -2.509 -0.093 0.546 0.0 0.0 0.0
C 2.531 -0.130 -0.020 0.0 -0.1 0.0
H -3.413 -0.403 0.014 0.1 0.0 0.1
O 0.135 0.034 1.554 -0.1 0.0 -0.5
H -1.374 0.481 -1.229 0.0 0.0 0.1
C 0.024 0.090 0.347 0.1 0.0 0.2
H 2.466 -1.214 0.125 0.0 0.1 0.0
H 1.007 0.073 -1.565 0.0 0.0 0.1
C -1.291 -0.186 -0.361 0.0 0.0 0.0
H -2.381 -0.728 1.426 0.0 0.1 -0.1
H 2.787 0.318 0.943 0.0 -0.1 -0.1
H 1.252 1.518 -0.608 0.0 -0.1 0.0
H -1.195 -1.198 -0.786 0.0 0.1 0.1
H 3.339 0.063 -0.732 -0.1 0.0 0.1
```
Positions in Å, forces in eV/Å.

Calculated values
structure (SMILES) = CCC(=O)CC
relative energy (zero: lowest compared OMol25 entry of this formula, charge and spin) = 0.034 eV
total charge = 0
highest occupied orbital energy = -9.53 eV
E = -271.75135 Eh
orbital gap = 0.3867 hartree


Here is an isolated molecule of C5H10O from OMol25. Energies are from wB97M-V/def2-TZVPD.

The geometry in XYZ format:
```
16
Properties=species:S:1:pos:R:3:forces:R:3
O -1.827 0.543 -0.827 0.0 0.0 0.0
H 2.625 0.703 0.557 -0.2 0.0 0.0
H 1.318 1.785 1.067 0.0 -0.1 0.0
H -1.915 -2.190 -0.757 0.1 0.0 0.1
H -0.600 1.991 -0.053 0.0 -0.2 0.0
H 1.209 -0.623 -0.796 -0.1 0.1 0.0
H -0.966 0.589 1.070 0.1 0.0 -0.2
H -1.482 -1.491 0.803 0.1 0.0 -0.1
C -0.829 -0.449 -1.081 -0.2 -0.4 -0.1
C 0.798 0.356 -0.548 0.4 0.1 0.0
H -0.252 -2.345 -0.179 -0.1 0.1 0.0
C 1.546 0.764 0.739 0.0 0.0 0.1
H 1.312 0.081 1.563 0.0 0.1 -0.1
H 1.031 1.021 -1.380 0.0 -0.1 0.1
C -1.114 -1.670 -0.219 0.0 0.0 0.0
C -0.855 0.935 0.041 0.0 0.4 0.4
```
Positions in Å, forces in eV/Å.

Calculated values
relative energy (zero: lowest compared OMol25 entry of this formula, charge and spin) = 5.657 eV
total charge = 0
highest occupied orbital energy = -7.65 eV
E = -271.54473 Eh
orbital gap = 0.3170 hartree


Here is an isolated molecule of C5H10O from OMol25. Energies are from wB97M-V/def2-TZVPD.

The geometry in XYZ format:
```
16
Properties=species:S:1:pos:R:3:forces:R:3
H 2.701 0.289 0.027 -0.1 -0.1 0.0
H 1.254 -1.064 1.645 0.1 0.0 -0.2
H 0.457 -1.879 0.209 0.1 0.2 0.1
H -1.634 -0.928 0.716 -0.2 0.1 -0.1
C 1.807 -0.194 -0.359 0.2 0.1 -0.1
O 0.551 1.329 1.122 0.1 0.2 0.0
C 0.962 -0.998 0.602 -0.1 -0.1 0.1
C -0.751 0.391 -0.740 0.0 0.0 0.0
H 0.896 2.128 0.704 -0.1 -0.1 0.1
H -2.721 -0.574 -0.630 0.0 0.2 0.0
H -2.437 0.637 0.638 0.1 -0.1 -0.1
H -0.585 -0.197 -1.650 0.0 0.0 0.2
H -0.917 1.426 -1.068 0.0 -0.2 0.0
H 1.890 -0.560 -1.379 -0.1 0.1 0.1
C 0.490 0.335 0.131 -0.1 -0.3 -0.2
C -1.965 -0.141 0.031 -0.1 0.0 0.0
```
Positions in Å, forces in eV/Å.

Calculated values
structure (SMILES) = CCC1(O)CC1
relative energy (zero: lowest compared OMol25 entry of this formula, charge and spin) = 1.085 eV
total charge = 0
highest occupied orbital energy = -9.88 eV
E = -271.71275 Eh
orbital gap = 0.4009 hartree


Here is a structure of composition C5H10O2 at a distorted geometry from OMol25. Energies are from wB97M-V/def2-TZVPD.

The geometry in XYZ format:
```
17
Properties=species:S:1:pos:R:3:forces:R:3
C -0.078 1.011 0.356 0.4 0.4 1.5
O 1.658 -0.795 -3.509 0.1 0.7 0.4
H 0.169 -3.219 -2.753 0.2 0.3 0.0
H 1.070 -0.639 -0.020 0.3 -0.2 0.0
H -0.925 2.242 4.675 0.6 -0.5 0.2
C -1.334 1.646 3.871 -0.8 0.5 -1.4
H 1.138 -1.774 -2.903 -0.7 -0.4 0.0
H 0.403 1.989 0.354 0.2 -0.1 -0.2
O 0.470 -2.471 -2.223 0.3 -0.2 -0.2
H 0.791 0.145 -1.555 -0.3 0.3 0.2
H -2.437 1.674 3.859 0.2 -0.1 0.1
H -1.388 -0.190 1.240 0.3 -0.6 1.2
C -0.738 1.286 2.742 -0.3 0.5 1.3
H -0.474 -0.803 -0.718 0.2 0.2 -0.2
H 2.109 -0.700 -4.344 0.1 -0.5 -0.2
C 0.333 -0.071 -0.583 -0.6 -0.2 -0.2
C -0.766 0.670 1.513 -0.2 -0.2 -2.4
```
Positions in Å, forces in eV/Å.

Calculated values
2S+1 = 2
relative energy (zero: lowest compared OMol25 entry of this formula, charge and spin) = 2.022 eV
<S²> = 0.8073
total charge = -1
highest occupied orbital energy (spin up / spin down) = -4.04 / -4.04 eV
E = -346.85887 Eh
orbital gap (spin up / spin down) = 0.2702 / 0.2507 hartree


Among the records above, which one has the lowest total charge? C5H10O2